1.
{
  "formula": "C23H25N2O3S",
  "method": "ωB97M-V/def2-TZVPD",
  "smiles": "CCOC(=O)c1c(NC(=O)C[n+]2ccc(Cc3ccccc3)cc2)sc(C)c1C",
  "e_homo_ev": -10.50,
  "charge": 1,
  "symbols": ["C", "C", "H", "H", "O", "C", "O", "C", "C", "N", "C", "O", "C", "N", "C", "C", "C", "C", "C", "H", "H", "C", "C", "C", "C", "C", "C", "C", "H", "H", "H", "H", "H", "H", "H", "H", "H", "H", "H", "H", "S", "C", "C", "C", "H", "H", "H", "C", "H", "H", "H", "H", "H", "H"],
  "xyz": [[2.021, 5.411, 1.927], [1.875, 4.109, 1.166], [0.880, 4.017, 0.716], [2.620, 4.026, 0.366], [2.065, 3.029, 2.085], [2.011, 1.805, 1.602], [1.791, 1.572, 0.409], [2.220, 0.746, 2.582], [2.221, -0.580, 2.177], [2.054, -0.960, 0.862], [1.996, -2.233, 0.441], [2.056, -3.212, 1.144], [1.774, -2.325, -1.098], [0.439, -1.868, -1.400], [0.216, -0.602, -1.784], [-1.060, -0.130, -1.975], [-2.163, -0.964, -1.767], [-1.892, -2.279, -1.368], [-0.598, -2.697, -1.191], [-0.363, -3.700, -0.865], [-2.700, -2.972, -1.195], [-3.551, -0.514, -2.037], [-3.922, -1.053, -3.410], [-4.686, -2.205, -3.532], [-5.018, -2.690, -4.785], [-4.578, -2.036, -5.923], [-3.809, -0.891, -5.805], [-3.476, -0.404, -4.553], [-2.882, 0.495, -4.467], [-3.468, -0.373, -6.688], [-4.837, -2.415, -6.899], [-5.625, -3.578, -4.870], [-5.045, -2.714, -2.649], [-4.239, -0.917, -1.294], [-3.615, 0.574, -2.036], [-1.197, 0.896, -2.279], [1.074, 0.038, -1.932], [1.894, -3.371, -1.388], [2.513, -1.712, -1.615], [1.964, -0.120, 0.265], [2.462, -1.680, 3.463], [2.575, -0.356, 4.591], [2.431, 0.862, 3.994], [2.487, 2.158, 4.727], [2.647, 1.991, 5.788], [1.559, 2.710, 4.591], [3.296, 2.774, 4.340], [2.807, -0.656, 6.030], [3.739, -0.207, 6.372], [1.997, -0.264, 6.644], [2.867, -1.730, 6.184], [1.881, 6.247, 1.248], [3.010, 5.479, 2.372], [1.279, 5.470, 2.719]],
  "forces_ev_per_a": [[-0.0081, -0.4557, -0.0192], [-0.0984, 0.4916, -0.5316], [0.1724, -0.0148, 0.0504], [-0.1421, -0.0184, 0.1164], [0.0676, -0.0664, 0.3140], [-0.0745, -0.3419, -0.2827], [0.0193, 0.3190, -0.0094], [0.0210, -0.5821, -0.0848], [-0.0289, 0.1887, 0.4079], [0.0804, 0.3820, -0.1079], [-0.1333, 0.0997, -0.8885], [0.0457, -0.2977, 0.0637], [1.0384, -0.5024, 0.8104], [-0.6596, 0.2871, -0.3463], [-0.1873, 0.3350, -0.1566], [-0.1449, -0.2144, 0.1187], [0.6881, -0.1114, 0.2205], [0.1048, 0.2395, -0.0213], [-0.4456, -0.2044, 0.0611], [0.1189, -0.0131, 0.0119], [-0.0275, -0.1120, 0.0197], [-0.2257, -0.0813, -0.3456], [-0.1477, 0.1199, 0.0918], [-0.0019, 0.0648, -0.0054], [0.0135, -0.0849, -0.0371], [-0.0254, -0.0350, -0.0228], [0.0822, 0.0291, -0.0348], [-0.0662, -0.0479, 0.0101], [0.0583, 0.1375, 0.0026], [0.0245, 0.0449, -0.0906], [-0.0373, -0.0288, -0.0936], [-0.0592, -0.0853, -0.0194], [-0.0654, -0.0401, 0.1190], [0.0369, 0.0674, 0.0581], [-0.0012, -0.0192, 0.0958], [0.0374, 0.0930, -0.0197], [0.1174, -0.0713, 0.0390], [-0.0729, 0.1894, -0.0188], [-0.1723, -0.0295, -0.0780], [0.0234, -0.3685, 0.0408], [-0.0156, 0.6270, 0.1248], [-0.0679, 0.1074, -0.4876], [0.0473, -0.3353, 0.1678], [0.0090, -0.0034, 0.0578], [0.0127, 0.0264, 0.1016], [-0.0155, 0.1014, 0.0759], [0.0289, 0.1048, 0.0684], [0.0146, 0.0363, 0.0991], [0.0385, -0.0418, 0.0692], [-0.0131, -0.0437, 0.0749], [0.0249, -0.0623, 0.1559], [-0.0127, 0.0880, -0.0590], [0.0950, 0.0659, 0.0393], [-0.0713, 0.0676, 0.0740]]
}

***

2.
{
  "formula": "C23H25N2OSSn",
  "method": "ωB97M-V/def2-TZVPD",
  "e_homo_ev": -4.02,
  "charge": -1,
  "symbols": ["C", "C", "C", "H", "C", "C", "H", "C", "C", "C", "H", "C", "C", "H", "H", "H", "H", "H", "H", "Sn", "C", "C", "C", "H", "H", "H", "H", "H", "H", "C", "C", "H", "H", "O", "N", "C", "H", "C", "C", "H", "C", "H", "C", "H", "C", "H", "C", "H", "H", "H", "S", "C", "N"],
  "xyz": [[-0.769, -3.493, 0.105], [-1.615, -2.365, 0.217], [-1.343, -1.486, -0.867], [-2.370, -2.206, 0.982], [-0.330, -2.074, -1.670], [0.046, -3.322, -1.059], [0.036, -1.694, -2.617], [1.167, -2.018, 3.302], [-0.242, -1.947, 3.232], [-0.601, -0.657, 2.749], [-0.934, -2.721, 3.505], [0.579, 0.076, 2.521], [1.704, -0.777, 2.835], [-1.877, -0.562, -1.077], [0.737, -4.049, -1.476], [-0.768, -4.351, 0.770], [2.741, -0.457, 2.864], [-1.611, -0.268, 2.603], [1.755, -2.845, 3.686], [1.898, -1.665, 0.237], [0.705, 1.451, 1.913], [1.775, 2.205, 2.706], [-0.606, 2.224, 1.944], [1.472, 2.234, 3.760], [1.899, 3.232, 2.350], [2.750, 1.711, 2.653], [-0.978, 2.283, 2.974], [-1.378, 1.757, 1.322], [-0.448, 3.245, 1.573], [1.136, 1.201, 0.433], [1.757, 2.326, -0.380], [0.325, 0.683, -0.115], [2.054, 0.561, 0.536], [2.822, 2.804, 0.000], [1.173, 2.631, -1.604], [0.877, 1.558, -2.590], [1.660, 3.414, -2.038], [-0.599, 1.468, -2.881], [-1.060, 0.582, -3.865], [-0.330, 0.012, -4.443], [-2.431, 0.432, -4.080], [-2.784, -0.279, -4.830], [-3.347, 1.188, -3.335], [-4.420, 1.071, -3.507], [-2.884, 2.107, -2.385], [-3.579, 2.720, -1.808], [-1.507, 2.253, -2.167], [-1.119, 2.975, -1.445], [1.248, 0.574, -2.235], [1.422, 1.785, -3.523], [3.054, -3.831, 0.498], [1.919, -4.538, 1.502], [1.216, -5.158, 2.227]],
  "forces_ev_per_a": [[0.0252, 0.5399, -0.0854], [0.3444, 0.0181, -0.6627], [0.0421, -0.6211, -0.1252], [0.2544, -0.0350, -0.1161], [-0.3254, 0.1771, 0.6008], [0.0691, 0.5715, 0.4596], [0.0148, -0.0540, 0.0825], [-0.8933, -0.1752, 0.0194], [1.0793, 0.5653, 0.1414], [0.8324, 0.3177, 0.2094], [-0.0422, -0.2469, 0.0013], [-0.6183, -0.6565, -0.1296], [-0.6169, -0.1091, -1.0750], [0.2085, -0.1179, 0.0342], [-0.1784, 0.1168, 0.0920], [0.1023, 0.2731, -0.1741], [-0.0770, -0.1090, 0.2083], [0.3379, -0.2606, -0.0352], [-0.1771, 0.1045, -0.1318], [-1.5312, -0.6303, 0.0817], [0.2191, -0.0589, -0.2605], [0.0099, 0.4214, 0.0634], [-0.1239, 0.1537, 0.0576], [0.0144, -0.0285, -0.1549], [0.0433, -0.1148, 0.0176], [-0.1576, 0.1076, -0.0559], [0.0069, 0.0220, -0.1642], [0.1172, -0.0359, 0.0948], [-0.0321, -0.0749, 0.0355], [0.9437, 0.4928, 0.0436], [0.7210, -0.8020, 0.4628], [0.3711, 0.0697, 0.2973], [-1.0692, 0.7659, -0.1507], [-1.0096, 0.5880, -0.5424], [0.7556, 0.2625, -0.4555], [0.0220, 0.2576, 0.4060], [-0.0121, -0.3129, 0.1861], [-0.4587, -0.0249, -0.1506], [-0.2953, 0.2421, 0.3109], [-0.2806, 0.0350, 0.1460], [0.1516, 0.1761, 0.0890], [0.0662, 0.2258, 0.2498], [0.2169, 0.1159, 0.0743], [0.3378, 0.0022, 0.0746], [0.2879, -0.1594, -0.2555], [0.1150, -0.2257, -0.2002], [-0.2749, -0.2357, -0.1755], [-0.2442, -0.3420, -0.1880], [-0.1883, 0.4917, -0.0615], [-0.1134, -0.0873, 0.3830], [0.8103, -0.9376, 0.2519], [-1.5553, -2.2916, 2.0813], [1.7548, 1.6335, -1.9057]]
}